Entry from the Open Molecules 2025 dataset: a molecular structure, C45H38FN9O5SSc (the ωB97M-V functional and the def2-TZVPD basis).

Each line ends with the Löwdin charge.
Geometry (Å):
1 Sc -0.0511 0.0752 -0.4156  1.063
2 C 3.5025 3.0916 -3.5626  -0.096
3 C 3.6334 3.5271 -2.2499  -0.082
4 C 2.6418 3.2663 -1.3164  -0.047
5 C 1.4840 2.5728 -1.6784  -0.288
6 C 1.3431 2.1676 -3.0100  -0.021
7 C 2.3475 2.4163 -3.9342  -0.077
8 N 0.5226 2.1987 -0.7175  -0.023
9 C 0.1501 3.0957 0.2227  -0.271
10 C 0.1981 4.5052 0.0539  -0.026
11 C -0.2388 5.3452 1.0467  -0.068
12 C -0.7434 4.8586 2.2701  -0.083
13 C -0.8052 3.5043 2.4676  -0.010
14 C -0.3853 2.6340 1.4516  -0.230
15 N -0.3241 1.2577 1.5975  -0.048
16 N -0.5329 0.7525 2.7204  0.121
17 C -0.2552 -0.6389 2.7336  -0.310
18 C -0.4040 -1.3075 3.9408  0.016
19 C -0.0581 -2.6449 3.9913  -0.035
20 C 0.4245 -3.2587 2.8430  -0.041
21 C 0.5218 -2.5133 1.6829  -0.120
22 N 0.1880 -1.2243 1.6209  0.043
23 H 4.2800 3.2926 -4.2876  0.099
24 H 4.5155 4.0762 -1.9433  0.102
25 H 2.7629 3.6089 -0.2967  0.111
26 H 0.4450 1.6451 -3.2988  0.093
27 H 2.2183 2.0861 -4.9576  0.105
28 H 0.5857 4.9016 -0.8764  0.120
29 H -0.1979 6.4156 0.8843  0.109
30 H -1.0744 5.5474 3.0338  0.102
31 H -1.1813 3.0836 3.3899  0.113
32 H -0.7716 -0.7646 4.7990  0.121
33 H -0.1570 -3.2015 4.9135  0.117
34 H 0.7150 -4.2994 2.8408  0.113
35 H 0.8670 -2.9593 0.7577  0.119
36 N 4.5847 0.6159 0.0109  0.147
37 C 4.8341 1.8108 0.7275  -0.265
38 C 5.9074 2.6240 0.4056  -0.025
39 C 6.1038 3.8057 1.1053  -0.069
40 C 5.2099 4.1912 2.0945  -0.073
41 C 4.1219 3.3853 2.3955  -0.087
42 C 3.9549 2.1772 1.7347  -0.463
43 S 2.6426 1.0751 2.1285  1.049
44 N 2.3093 0.3881 0.5929  -0.237
45 C 3.2925 0.1959 -0.2023  -0.349
46 C 3.0165 -0.6643 -1.3904  -0.169
47 C 4.0026 -1.1188 -2.2500  0.017
48 C 3.6558 -2.0125 -3.2539  -0.024
49 C 2.3444 -2.4252 -3.3617  -0.016
50 C 1.4150 -1.9005 -2.4778  -0.083
51 N 1.7372 -1.0375 -1.5155  0.071
52 H 5.2029 0.4874 -0.7733  0.119
53 H 6.5871 2.3392 -0.3893  0.120
54 H 6.9519 4.4315 0.8643  0.110
55 H 5.3535 5.1199 2.6285  0.109
56 H 3.4074 3.6859 3.1512  0.112
57 H 5.0320 -0.8105 -2.1472  0.114
58 H 4.4100 -2.3843 -3.9345  0.121
59 H 2.0322 -3.1297 -4.1186  0.117
60 H 0.3711 -2.1659 -2.5451  0.113
61 C -5.9974 -2.2476 -4.6686  -0.042
62 C -5.5700 -3.3055 -3.6672  -0.292
63 C -6.7443 -3.7859 -2.8301  -0.143
64 C -6.3146 -4.9299 -1.9313  -0.124
65 C -5.1132 -4.5362 -1.1162  -0.125
66 C -4.8371 -5.1621 0.0770  0.064
67 C -3.7407 -4.7748 0.8421  -0.249
68 F -3.5186 -5.4174 1.9997  0.079
69 C -2.9108 -3.7651 0.4588  0.086
70 C -3.1683 -3.1133 -0.7550  -0.030
71 C -2.2880 -2.0234 -1.1615  -0.269
72 O -1.3243 -1.7136 -0.4133  -0.087
73 C -2.6048 -1.3891 -2.3802  -0.021
74 C -3.6865 -1.8276 -3.1058  0.050
75 N -4.4930 -2.8266 -2.7499  0.044
76 C -4.2594 -3.4974 -1.5457  -0.057
77 C -1.8142 -0.2421 -2.9437  -0.573
78 O -2.2654 0.3915 -3.8883  0.062
79 O -0.6741 -0.0305 -2.3770  -0.147
80 H -6.8535 -2.6339 -5.2203  0.092
81 H -5.2291 -2.0096 -5.4016  0.084
82 H -6.3059 -1.3294 -4.1664  0.102
83 H -5.1511 -4.1643 -4.2025  0.162
84 H -7.5407 -4.1030 -3.5030  0.126
85 H -7.1303 -2.9510 -2.2382  0.139
86 H -6.0709 -5.8048 -2.5416  0.133
87 H -7.1233 -5.2311 -1.2654  0.126
88 H -5.4769 -5.9556 0.4416  0.138
89 H -2.0750 -3.4540 1.0684  0.122
90 H -3.8965 -1.3206 -4.0344  0.131
91 N -3.3578 4.0691 -1.3509  0.033
92 C -2.5635 2.8645 -1.5706  -0.119
93 C -2.8450 1.8752 -0.4518  -0.456
94 O -3.8981 2.1648 0.2711  0.156
95 O -2.2067 0.8583 -0.2191  0.022
96 H -3.7667 4.4146 -2.2070  0.095
97 H -2.8005 4.8076 -0.9392  0.089
98 H -4.2030 3.0431 -0.0820  0.111
99 H -1.4883 3.0277 -1.6310  0.110
100 H -2.8394 2.3683 -2.5041  0.132

Properties
- E: -105186.658 eV
- Net charge: +1

=====

Entry from the Open Molecules 2025 dataset: a molecular structure, C45H38N5P2S2TeTl (the ωB97M-V functional and the def2-TZVPD basis).

Each line ends with the Löwdin charge.
Geometry (Å):
1 Tl 1.6417 1.1180 -0.7873  0.565
2 C 5.5311 0.9092 -2.9889  -0.092
3 C 4.9569 0.6281 -4.2273  -0.097
4 C 3.8694 1.3624 -4.6393  -0.031
5 C 3.3556 2.3664 -3.7967  -0.374
6 N 3.9205 2.6474 -2.6252  0.096
7 C 4.9725 1.9278 -2.2401  -0.178
8 N 2.2580 3.0702 -4.2589  0.148
9 C 1.3792 3.5977 -3.4938  -0.333
10 N 1.2287 3.5653 -2.1396  0.071
11 C 0.0841 4.2299 -1.8351  -0.382
12 N -0.4150 4.6063 -0.7086  0.139
13 C -0.0613 4.1855 0.5572  -0.344
14 C -0.4437 5.0418 1.6094  -0.039
15 C -0.2636 4.6540 2.9158  -0.104
16 C 0.3192 3.4183 3.1823  -0.084
17 C 0.6906 2.6427 2.1033  -0.145
18 N 0.5014 2.9985 0.8243  0.047
19 C -0.6189 4.6602 -3.0912  -0.119
20 C -1.8602 5.2191 -3.3153  -0.025
21 C -2.2416 5.4297 -4.6391  -0.104
22 C -1.3856 5.0980 -5.6905  -0.106
23 C -0.1391 4.5266 -5.4432  -0.030
24 C 0.2177 4.3166 -4.1267  -0.106
25 H 6.3703 0.3417 -2.6091  0.090
26 H 5.3578 -0.1588 -4.8549  0.093
27 H 3.3665 1.1762 -5.5788  0.098
28 H 5.3739 2.1769 -1.2631  0.104
29 H -0.8905 5.9921 1.3474  0.095
30 H -0.5907 5.2958 3.7262  0.091
31 H 0.4769 3.0583 4.1902  0.092
32 H 1.1499 1.6714 2.2488  0.064
33 H -2.5129 5.4570 -2.4842  0.106
34 H -3.2186 5.8432 -4.8590  0.087
35 H -1.7054 5.2728 -6.7113  0.086
36 H 0.5330 4.2419 -6.2436  0.103
37 S 3.5381 -0.2990 1.4842  0.110
38 P 1.7851 -1.2468 1.7927  0.310
39 C 0.3990 -0.7455 1.0014  -0.646
40 P -0.4057 -1.6137 -0.1744  0.267
41 S 0.2818 -1.9400 -2.0347  0.177
42 C -0.9484 -3.2857 0.4505  -0.300
43 C -1.8396 -3.4100 1.5215  -0.092
44 C -2.0561 -4.6362 2.1355  -0.103
45 C -1.3708 -5.7671 1.7043  -0.118
46 C -0.4915 -5.6606 0.6369  -0.105
47 C -0.2918 -4.4329 0.0128  -0.127
48 C -2.0686 -0.7257 -0.3439  -0.752
49 C -3.0816 -1.5430 -1.0768  -0.178
50 C -4.3735 -1.5572 -0.7589  -0.082
51 C -4.9673 -0.6919 0.3198  -0.373
52 C -3.8983 -0.1972 1.2585  -0.094
53 C -2.6018 -0.2001 0.9576  -0.229
54 C 2.1862 -3.0420 1.6562  -0.322
55 C 2.6710 -3.4955 0.4259  -0.125
56 C 3.0048 -4.8288 0.2472  -0.102
57 C 2.8707 -5.7319 1.2984  -0.128
58 C 2.3888 -5.2915 2.5210  -0.109
59 C 2.0433 -3.9539 2.6969  -0.075
60 C 1.4105 -1.0941 3.6158  -0.335
61 C 2.3208 -0.5744 4.5307  -0.113
62 C 1.9618 -0.3808 5.8638  -0.110
63 C 0.6859 -0.7122 6.2985  -0.125
64 C -0.2335 -1.2271 5.3898  -0.100
65 C 0.1260 -1.4050 4.0608  -0.095
66 H -2.3685 -2.5355 1.8780  0.088
67 H -2.7498 -4.7066 2.9671  0.089
68 H -1.5209 -6.7196 2.2014  0.086
69 H 0.0559 -6.5314 0.2935  0.094
70 H 0.3824 -4.3462 -0.8309  0.049
71 H -2.6968 -2.1854 -1.8629  0.090
72 H -5.0541 -2.2145 -1.2950  0.100
73 H -5.6966 -1.2842 0.8854  0.123
74 H -4.2274 0.2024 2.2146  0.103
75 H -1.8490 0.1762 1.6442  0.087
76 H 2.7695 -2.7915 -0.3918  0.084
77 H 3.3672 -5.1673 -0.7168  0.098
78 H 3.1364 -6.7750 1.1599  0.088
79 H 2.2806 -5.9887 3.3442  0.091
80 H 1.6530 -3.6224 3.6509  0.094
81 H 3.3084 -0.3055 4.1733  0.049
82 H 2.6814 0.0358 6.5607  0.088
83 H 0.4057 -0.5642 7.3359  0.085
84 H -1.2378 -1.4759 5.7157  0.091
85 H -0.5936 -1.7716 3.3374  0.083
86 C -5.7307 0.4966 -0.2979  -0.076
87 Te -1.6909 1.1507 -1.4216  1.253
88 C -1.7709 0.4817 -3.4409  -0.447
89 H -6.4256 0.1558 -1.0712  0.067
90 H -6.3020 1.0322 0.4664  0.067
91 H -5.0207 1.1911 -0.7485  0.053
92 H -2.6508 -0.1427 -3.5822  -0.009
93 H -0.8647 -0.0749 -3.6601  -0.058
94 H -1.8428 1.3819 -4.0550  -0.014

Properties
- E: -106969.591 eV
- Net charge: -2

=====

For the records above, the corresponding energy relative to the best compared isomer or geometry (same formula, charge and spin) values read 0.00, 19.45 kcal/mol.
For the records above, the corresponding E_LUMO values read -3.04, 4.15 eV.
For the records above, the corresponding HOMO energy values read -0.334, -0.051 hartree.